No. 1
{
  "formula": "C41H42CdP2",
  "method": "wB97M-V/def2-TZVPD",
  "homo_energy_ev": -7.82,
  "e_above_lowest_kcal_mol": 0.0,
  "orbital_gap_ev": 7.46,
  "elements": ["Cd", "C", "C", "C", "C", "C", "C", "C", "C", "C", "H", "H", "H", "H", "H", "H", "H", "H", "H", "H", "H", "H", "H", "H", "H", "P", "P", "C", "C", "C", "C", "C", "C", "C", "C", "C", "C", "C", "C", "C", "C", "C", "C", "C", "C", "C", "C", "C", "C", "C", "C", "C", "C", "H", "H", "H", "H", "H", "H", "H", "H", "H", "H", "H", "H", "H", "H", "H", "H", "H", "H", "H", "H", "H", "H", "C", "C", "C", "C", "C", "C", "H", "H", "H", "H", "H"],
  "coordinates": [[2.010017, -1.437291, -0.217599], [-2.638520, 0.283999, 0.689205], [-2.812820, 0.028694, -0.616156], [-3.055516, 0.990194, -1.757935], [-1.825228, 1.687332, -2.386363], [-0.928775, 2.480687, -1.488634], [-1.147966, 2.815387, -0.213097], [-2.481025, 2.855261, 0.471973], [-2.736195, 1.624074, 1.370607], [3.301613, -0.155783, -1.315107], [-2.577464, -0.564295, 1.385677], [-2.921890, -1.015495, -0.940370], [-3.812965, 1.748744, -1.519209], [-3.499059, 0.395857, -2.578439], [-1.197292, 0.944074, -2.907964], [-2.212072, 2.350081, -3.178550], [0.041194, 2.725401, -1.937250], [-0.307597, 3.118371, 0.428779], [-3.297948, 2.942623, -0.255514], [-2.496758, 3.735118, 1.140356], [-2.017161, 1.632247, 2.203356], [-3.731840, 1.741863, 1.833381], [4.179877, -0.074984, -0.651274], [2.856720, 0.834715, -1.489281], [3.589092, -0.634847, -2.261515], [0.114111, -2.265145, -9.069875], [2.039729, 0.351337, -9.432039], [-0.530976, -0.679606, -9.665746], [0.290967, 0.376428, -9.902468], [-0.653502, -3.429568, -10.281823], [-1.789114, -3.114064, -11.040458], [-2.386853, -4.081784, -11.859436], [-1.800217, -5.342250, -12.008874], [-0.597750, -5.622905, -11.344536], [-0.025878, -4.677132, -10.491457], [-0.945513, -2.375169, -7.561714], [-0.617011, -1.465813, -6.537537], [-1.324904, -1.485142, -5.339318], [-2.351187, -2.421070, -5.155810], [-2.709282, -3.292336, -6.190150], [-2.013906, -3.266059, -7.403492], [2.685044, 1.111471, -11.013365], [2.595192, 0.318710, -12.174243], [3.017957, 0.819735, -13.406593], [3.560622, 2.107844, -13.500205], [3.653645, 2.895947, -12.349953], [3.217237, 2.404730, -11.112578], [2.133736, 1.786990, -8.299152], [3.283230, 1.882346, -7.489000], [3.459353, 2.988725, -6.662565], [2.471937, 3.980084, -6.601990], [1.308354, 3.859977, -7.366025], [1.130863, 2.758303, -8.209162], [-1.622900, -0.591379, -9.763068], [-0.063321, 1.271789, -10.432047], [-2.220809, -2.116216, -10.998509], [-3.315487, -3.844710, -12.384095], [-2.269598, -6.096485, -12.646558], [-0.112427, -6.588444, -11.496085], [0.908815, -4.898191, -9.974833], [0.185134, -0.741606, -6.698683], [-1.070358, -0.778290, -4.549433], [-2.872467, -2.466111, -4.200292], [-3.527208, -4.000775, -6.057057], [-2.307181, -3.924856, -8.223263], [2.174994, -0.686869, -12.106705], [2.926374, 0.204325, -14.301498], [3.902825, 2.494449, -14.462941], [4.067197, 3.902631, -12.410048], [3.279428, 3.040834, -10.228206], [4.031916, 1.090813, -7.526681], [4.368288, 3.081275, -6.068308], [2.613063, 4.849636, -5.960058], [0.531401, 4.624110, -7.315587], [0.216618, 2.666809, -8.793193], [0.444087, -0.223206, 4.307455], [0.552166, -1.576247, 3.953344], [1.123579, -1.953850, 2.713038], [1.441470, -0.958876, 1.803131], [1.467994, 0.379990, 2.172677], [0.919927, 0.753256, 3.423349], [0.018213, 0.071220, 5.277179], [0.221113, -2.358043, 4.635858], [1.313961, -3.015775, 2.502027], [1.929990, 1.148583, 1.537206], [0.901404, 1.810000, 3.700370]],
  "forces_ev_per_angstrom": [[0.175, 1.154, 0.717], [-0.759, -0.211, -0.341], [-0.167, -0.229, 0.299], [-0.188, -0.002, -0.624], [-0.504, 0.335, -0.334], [0.529, -0.118, 0.559], [0.290, 0.275, -0.193], [-0.256, -0.492, 0.498], [0.325, 0.227, 0.066], [0.434, -0.441, -0.931], [0.128, 0.256, -0.403], [0.440, 0.260, 0.375], [0.204, -0.349, -0.019], [0.094, 0.250, 0.303], [-0.177, 0.177, 0.235], [0.108, -0.218, -0.001], [-0.096, -0.369, 0.350], [-0.246, 0.253, -0.540], [0.367, 0.282, 0.419], [-0.100, -0.209, -0.420], [-0.111, 0.033, -0.124], [0.241, -0.218, -0.105], [-0.303, 0.045, -0.336], [0.101, -0.408, 0.046], [0.160, 0.549, 0.187], [0.183, -0.396, 0.217], [0.745, 0.088, -0.615], [0.473, 1.275, -0.121], [-1.084, -0.851, -0.137], [-0.019, -0.091, -0.301], [-0.122, -0.557, -0.015], [0.208, 0.041, -0.002], [0.168, 0.216, 0.255], [-0.207, 0.100, -0.091], [-0.447, 0.265, 0.078], [-0.194, 0.045, -0.176], [-0.293, -0.360, -0.084], [-0.063, -0.227, -0.166], [0.031, -0.009, -0.174], [0.215, 0.149, 0.070], [0.157, 0.266, 0.307], [-0.049, 0.036, -0.056], [0.112, 0.406, 0.071], [0.057, 0.112, 0.128], [-0.131, -0.085, 0.309], [-0.030, -0.233, 0.007], [-0.052, -0.184, -0.251], [-0.061, -0.012, 0.246], [-0.443, 0.253, -0.274], [-0.181, 0.104, -0.029], [0.027, -0.127, -0.164], [0.052, -0.177, 0.010], [0.405, 0.251, 0.296], [0.458, 0.139, -0.348], [-0.195, -0.256, 0.439], [-0.035, -0.312, 0.102], [0.335, -0.053, 0.100], [0.196, 0.279, 0.219], [-0.109, 0.279, 0.078], [-0.244, 0.032, -0.071], [-0.156, -0.206, 0.101], [-0.083, -0.205, -0.152], [0.045, 0.035, -0.236], [0.188, 0.199, 0.023], [0.142, 0.132, 0.262], [0.116, 0.223, -0.044], [0.039, 0.122, 0.220], [-0.128, -0.132, 0.317], [-0.097, -0.233, 0.004], [0.008, -0.182, -0.235], [-0.135, 0.196, -0.022], [-0.258, -0.020, -0.088], [-0.041, -0.228, -0.141], [0.232, -0.178, 0.047], [0.252, 0.076, 0.126], [-0.042, -0.122, -0.315], [0.530, -0.169, -0.310], [-1.014, 0.469, 1.474], [0.718, -1.161, -0.810], [-0.717, 0.385, 0.996], [0.501, -0.165, -0.376], [0.171, -0.187, -0.525], [0.094, 0.225, 0.014], [-0.431, 0.520, 0.023], [-0.501, -0.318, 0.096], [0.009, -0.311, 0.014]]
}

No. 2
{
  "formula": "C41H42CeN2O6",
  "method": "wB97M-V/def2-TZVPD",
  "homo_energy_ev": [-1.76, -1.76],
  "s_squared": 0.751,
  "e_above_lowest_kcal_mol": 0.0,
  "orbital_gap_ev": [3.96, 3.96],
  "charge": -1,
  "multiplicity": 2,
  "elements": ["Ce", "O", "C", "O", "C", "C", "C", "C", "C", "N", "C", "O", "O", "H", "H", "H", "C", "C", "C", "C", "C", "C", "C", "C", "C", "C", "H", "H", "H", "H", "H", "H", "H", "H", "H", "H", "H", "H", "H", "H", "C", "O", "C", "C", "C", "C", "C", "C", "N", "C", "C", "C", "C", "C", "C", "C", "O", "H", "H", "H", "H", "H", "H", "H", "H", "H", "H", "H", "H", "H", "C", "C", "C", "C", "C", "C", "C", "C", "C", "C", "H", "H", "H", "H", "H", "H", "H", "H", "H", "H", "H", "H"],
  "coordinates": [[-3.421108, -19.933202, -7.537220], [-3.544178, -23.752433, -5.637385], [-3.802540, -22.692269, -6.167319], [-3.041073, -21.690193, -6.175815], [-5.158490, -22.525687, -6.895581], [-5.941983, -23.627800, -7.111777], [-7.123213, -23.450492, -7.791765], [-7.513636, -22.182580, -8.185350], [-6.718040, -21.105406, -7.876933], [-5.566108, -21.337278, -7.260060], [-5.936495, -19.215414, -9.208109], [-6.070048, -19.490741, -10.388076], [-4.892327, -18.656288, -8.704667], [-5.570489, -24.580490, -6.759557], [-7.739490, -24.311700, -8.021056], [-8.441603, -22.033066, -8.721796], [-0.331642, -17.867268, -4.537039], [-1.060531, -18.921521, -3.726248], [-1.106893, -18.532516, -2.237905], [-2.485702, -19.201327, -4.161533], [-3.247290, -18.325276, -4.923960], [-4.614619, -18.543138, -5.101385], [-5.256676, -19.622707, -4.504288], [-6.753069, -19.815807, -4.555571], [-4.483972, -20.517673, -3.773280], [-3.126759, -20.308760, -3.621264], [0.705342, -17.755406, -4.194214], [-0.804605, -16.890287, -4.424769], [-0.275258, -18.109912, -5.594966], [-0.510273, -19.857938, -3.807925], [-1.682484, -17.606553, -2.113129], [-0.095821, -18.347141, -1.855845], [-1.565977, -19.299538, -1.610633], [-2.771991, -17.495828, -5.427971], [-5.183203, -17.855830, -5.715844], [-7.061353, -20.646285, -5.208342], [-7.270495, -18.926514, -4.899653], [-7.127832, -20.030581, -3.550909], [-4.946631, -21.390370, -3.312262], [-2.535131, -21.027593, -3.054767], [-1.114036, -17.762448, -11.379234], [-0.451444, -18.769028, -10.634099], [-1.187579, -19.743052, -10.065120], [-2.476954, -20.056730, -10.402987], [-3.101670, -21.247665, -9.941800], [-2.343513, -22.133606, -9.186280], [-1.083105, -21.778536, -8.741030], [-0.472327, -20.547958, -9.108935], [0.676508, -20.176041, -8.553687], [1.158035, -18.868210, -8.307000], [0.319195, -17.748888, -8.191677], [0.836789, -16.446282, -8.372252], [0.034592, -15.313412, -8.345374], [-1.343851, -15.417895, -8.170242], [-1.874740, -16.685176, -7.915530], [-1.062332, -17.788496, -7.854219], [-1.532012, -18.933774, -7.318146], [-0.378049, -16.998521, -11.591292], [-1.915990, -17.309949, -10.789693], [-1.524780, -18.167912, -12.307509], [-3.015896, -19.390893, -11.056661], [-4.103701, -21.467466, -10.282263], [-2.775374, -23.060360, -8.848658], [-0.546814, -22.418975, -8.034573], [1.115374, -20.915847, -8.036280], [2.214421, -18.722247, -8.503682], [1.909427, -16.352397, -8.542630], [0.490730, -14.341255, -8.485996], [-1.985583, -14.550157, -8.188016], [-2.930475, -16.780128, -7.678099], [-8.317144, -17.618669, -7.776703], [-8.387179, -19.030759, -8.393576], [-9.489197, -19.756624, -7.601565], [-6.966143, -19.628869, -8.145382], [-8.780250, -18.940527, -9.868566], [-8.652470, -17.754767, -10.582960], [-9.086926, -17.644057, -11.892298], [-9.640277, -18.741899, -12.534665], [-9.733878, -19.947045, -11.849617], [-9.314197, -20.039906, -10.535448], [-8.275263, -17.694793, -6.682438], [-9.196264, -17.039795, -8.075844], [-7.426987, -17.086763, -8.103781], [-9.154821, -19.963464, -6.574143], [-9.816719, -20.695550, -8.044213], [-10.370733, -19.108894, -7.533165], [-6.637639, -19.166891, -7.214625], [-8.189396, -16.899665, -10.115976], [-8.967314, -16.698285, -12.401034], [-9.983091, -18.672197, -13.565366], [-10.119958, -20.833430, -12.341708], [-9.400780, -20.995290, -10.039103]],
  "forces_ev_per_angstrom": [[1.936, 0.859, -0.532], [-0.412, -0.981, 0.163], [-0.392, -0.382, 0.057], [0.215, 0.485, 0.082], [0.347, -0.858, 0.646], [0.065, -0.818, 0.011], [-0.239, -0.382, -0.114], [-0.799, -0.066, -0.430], [-0.419, 0.087, -0.139], [0.620, 1.334, 0.252], [0.408, 0.082, -0.510], [-0.394, -0.127, 0.103], [-0.308, 0.545, 0.017], [-0.153, -0.059, -0.051], [-0.086, 0.075, -0.020], [0.189, -0.159, 0.084], [0.364, 0.205, -0.022], [-0.093, -0.053, 0.079], [0.216, 0.237, 0.069], [0.037, 0.234, 0.349], [0.049, -0.042, -0.106], [-0.042, -0.016, -0.042], [-0.361, -0.134, 0.156], [-0.063, -0.215, -0.006], [0.084, -0.100, 0.150], [0.015, -0.289, 0.284], [-0.204, -0.078, 0.100], [-0.058, 0.089, -0.046], [-0.132, -0.067, 0.028], [0.080, -0.192, -0.048], [0.054, -0.119, -0.020], [-0.101, -0.026, -0.083], [-0.017, -0.004, -0.098], [0.046, 0.171, 0.077], [-0.097, 0.161, 0.007], [0.186, 0.140, 0.180], [-0.005, 0.217, -0.104], [0.009, -0.042, -0.078], [0.048, 0.152, -0.111], [-0.133, 0.097, -0.094], [-0.254, -0.212, 0.258], [0.029, 0.322, -0.248], [0.285, -0.289, -0.073], [-0.134, 0.004, -0.044], [-0.036, 0.045, -0.502], [-0.120, 0.132, 0.045], [0.397, 0.043, 0.113], [-0.647, -0.412, -0.175], [0.451, 0.085, 0.034], [-0.244, 0.256, 0.270], [0.769, -0.061, -0.221], [0.084, 0.535, -0.053], [0.044, -0.215, -0.080], [0.076, 0.180, -0.090], [0.050, 0.693, 0.033], [-0.081, -0.688, 0.473], [-0.026, 0.076, 0.256], [0.186, 0.042, -0.048], [-0.018, -0.032, 0.050], [-0.002, 0.007, -0.079], [-0.189, -0.008, -0.099], [-0.060, -0.106, -0.014], [-0.074, -0.295, 0.024], [-0.206, 0.168, -0.204], [0.093, -0.157, 0.257], [-0.064, -0.013, -0.106], [-0.143, 0.070, -0.017], [0.019, 0.076, -0.028], [-0.038, 0.128, -0.024], [-0.068, -0.092, 0.005], [-0.076, -0.048, -0.069], [-0.062, -0.037, 0.154], [-0.035, -0.061, 0.273], [-0.468, -0.248, 0.125], [-0.144, -0.169, 0.047], [-0.014, -0.031, 0.136], [0.010, -0.174, -0.060], [-0.042, -0.041, -0.163], [0.005, -0.018, -0.179], [0.002, 0.131, 0.008], [-0.061, 0.030, -0.215], [0.083, -0.022, 0.206], [0.118, 0.114, -0.027], [-0.026, 0.036, -0.224], [0.044, 0.073, 0.074], [0.102, -0.064, -0.062], [0.066, 0.032, 0.000], [-0.009, 0.099, -0.008], [-0.038, 0.026, -0.118], [0.083, 0.015, 0.187], [-0.037, 0.099, -0.018], [-0.040, 0.015, -0.022]]
}